# 1
DFT (ωB97M-V/def2-TZVPD) results for a cluster of 7 separate species, C5H22N3O6 in total in a non-equilibrium geometry.

```
36
Properties=species:S:1:pos:R:3:nbo_charge:R:1
C 0.88275 -1.49864 -3.23586 -0.217
C 0.49476 -2.53716 -2.14346 -0.468
C 0.23628 -1.82848 -0.87423 0.147
C 1.05196 -1.91647 0.20154 -0.073
N 0.54792 -1.05707 1.17231 -0.472
C -0.48896 -0.43507 0.66690 0.237
N -0.70939 -0.87644 -0.57847 -0.489
N 1.91155 -0.57489 -2.88737 -0.833
H -0.05078 -0.95531 -3.48206 0.172
H 1.00547 -1.88107 -4.25137 0.225
H -0.38866 -3.04906 -2.52641 0.234
H 1.26557 -3.29457 -2.14922 0.241
H 1.77803 -2.69303 0.37445 0.248
H 0.98238 -0.77579 2.07002 0.477
H -1.15026 0.35737 0.99823 0.279
H 2.83625 -0.98110 -2.90079 0.367
H -1.59339 -0.68703 -1.05564 0.471
H 1.77160 -0.15661 -1.97958 0.354
H -2.02582 1.60642 4.63958 0.490
H -1.27122 2.78050 4.11583 0.486
O -2.00091 2.19539 3.87230 -0.951
H -3.78200 -0.47278 -1.01762 0.483
H -3.91953 -1.49178 -2.08437 0.493
O -3.36606 -1.29852 -1.31577 -0.950
H 1.91317 0.72426 3.21159 0.512
H 1.53128 -0.16824 4.46806 0.507
O 1.49154 -0.09196 3.51211 -0.975
H 2.14748 3.34843 1.83703 0.482
H 2.31815 2.59403 0.53067 0.498
O 2.08099 2.45702 1.46582 -0.979
H -2.35403 1.79179 2.18509 0.511
H -3.30303 2.21779 1.02130 0.489
O -2.63990 1.57198 1.27281 -1.003
H 0.58448 2.17266 -0.99167 0.473
H 0.99346 2.36612 -2.52957 0.496
O 1.21887 2.53732 -1.61218 -0.967
```

Properties
HOMO: -12.039 eV
net charge: +1
HOMO-LUMO gap: 9.5 eV
multiplicity: 1

=====

# 2
DFT (ωB97M-V/def2-TZVPD) results for a cluster of 2 separate species, CH6NO2 in total in a non-equilibrium geometry.

```
10
Properties=species:S:1:pos:R:3:nbo_charge:R:1
O 1.75505 1.37134 -0.13782 -0.942
H 1.33799 1.07604 -0.95619 0.445
N 0.09234 -0.41404 1.00405 -0.462
C -0.92281 -0.06706 0.23544 -0.008
O -1.07457 -0.91555 -0.99628 -0.698
H 1.30006 0.62481 0.32820 0.461
H 0.15291 -1.24908 1.54968 0.356
H -1.89642 -0.21889 0.77456 0.203
H -1.01700 0.98494 -0.17022 0.187
H -0.43088 -1.56352 -0.89420 0.457
```

Properties
HOMO (spin up / spin down): -10.617 / -10.406 eV
⟨S²⟩: 0.7551
net charge: 0
HOMO-LUMO gap (spin up / spin down): 11.4 / 8.1 eV
multiplicity: 2

=====

# 3
DFT (ωB97M-V/def2-TZVPD) results for a structure of composition C21H31O3Zn in a non-equilibrium geometry.

```
56
Properties=species:S:1:pos:R:3:nbo_charge:R:1
O -0.68184 0.35971 0.00072 -0.594
C 0.31425 -0.54160 -0.56827 -0.054
C 0.35385 -1.35610 0.71734 -0.453
H 1.21649 0.00458 -0.82422 0.188
H -0.06404 -1.03485 -1.45760 0.193
C -0.54979 -0.28012 1.33916 0.284
H 1.32926 -1.46715 1.18211 0.208
H -0.12370 -2.32921 0.64037 0.202
C 0.17724 0.64295 2.28687 -0.631
H 1.01554 1.12460 1.78872 0.221
H 0.56488 0.07119 3.12983 0.198
H -0.47755 1.41609 2.67829 0.224
C -1.87726 -0.74292 1.87373 -0.634
H -2.32525 -1.49630 1.23257 0.219
H -2.57291 0.08846 1.95830 0.235
H -1.74229 -1.17535 2.86463 0.200
Zn -2.08567 1.67154 -1.12841 1.629
C -4.27928 1.28503 -1.89505 -0.384
C -3.41447 1.15838 -3.00064 -0.377
C -2.62679 0.00384 -2.79313 -0.401
H -3.35302 1.81869 -3.84824 0.237
C -2.99260 -0.55921 -1.56402 -0.339
C -3.99832 0.23977 -0.98617 -0.450
H -4.48057 0.07382 -0.03762 0.203
H -5.02245 2.05089 -1.76582 0.208
H -1.83847 -0.33571 -3.43890 0.205
H -2.53938 -1.42489 -1.11339 0.180
C -2.91233 3.93143 -1.04459 -0.400
C -3.38666 3.24752 0.09958 -0.382
C -2.28006 2.88699 0.88566 -0.403
H -4.41460 3.02903 0.32968 0.206
C -1.11643 3.35192 0.22501 -0.431
C -1.51602 4.00841 -0.95328 -0.332
H -0.85606 4.41311 -1.69779 0.221
H -3.51333 4.30565 -1.85620 0.215
H -2.32480 2.37711 1.83148 0.188
H -0.09870 3.18898 0.53094 0.202
O 3.97279 -2.39610 1.11222 -0.533
C 3.64032 -3.13543 2.29291 -0.069
C 4.89201 -3.90437 2.68472 -0.430
H 2.81265 -3.81907 2.07282 0.167
H 3.30621 -2.43717 3.06101 0.186
C 5.53402 -4.16006 1.32672 -0.430
H 4.67021 -4.81509 3.23778 0.214
H 5.54363 -3.28444 3.30126 0.200
C 5.22038 -2.86748 0.58980 -0.066
H 5.05422 -5.00640 0.83416 0.201
H 6.60159 -4.36319 1.38307 0.213
H 5.12126 -3.00022 -0.48811 0.187
H 5.99668 -2.11514 0.76880 0.163
C 0.72414 1.69126 -2.81516 -0.761
C -0.71790 2.07016 -2.75513 0.074
O -1.15151 2.74010 -3.68128 -0.708
H 0.81808 0.59394 -2.90159 0.204
H 1.25154 2.08401 -1.92265 0.208
H 1.20280 2.11840 -3.72300 0.182
```

Properties
HOMO: -2.534 eV
net charge: -1
HOMO-LUMO gap: 4.8 eV
multiplicity: 1

=====

Relative energy (zero: lowest compared OMol25 entry of this formula, charge and spin) in kcal per mole, matching the order above: 8.6; 30.1; 0.0